132
Properties=species:S:1:pos:R:3:forces:R:3:mulliken_charge:R:1 method="wB97M-V/def2-TZVPD" gap_ha=0.243 total_energy_ha=-2072.11304 total_charge=-1
Nb -1.55665 -5.08693 3.49678 -1.359 1.444 0.361 -1.253
O -2.31848 -3.26323 4.09778 0.249 -1.990 -2.108 -0.621
O 0.07074 -1.41948 4.97937 1.062 0.334 0.030 -0.455
N 2.32997 -1.45382 5.61063 -0.619 -0.078 -1.903 -0.392
N 4.01216 6.34388 4.80317 0.366 -0.035 0.195 0.151
N -3.43770 -6.08022 3.68540 0.957 0.977 1.023 -0.741
N -1.44962 0.35146 -5.00733 0.347 -0.016 0.177 0.304
N 0.18998 -5.72699 0.57621 0.177 -0.685 0.490 -0.324
N 2.27516 1.37193 -8.54996 -0.153 0.378 -0.074 0.219
C -2.04136 1.42990 -2.76608 0.073 0.192 0.150 -0.968
C 1.02602 -3.62593 4.92994 1.371 0.376 -0.182 -0.342
C 3.70888 1.55594 -8.37976 0.131 -0.153 0.304 -0.715
C 3.04044 8.69439 4.53377 -0.008 0.220 -0.015 -0.947
C 2.43335 5.43090 3.10555 -0.022 0.087 -0.053 -1.492
C 4.49420 6.25554 6.17544 0.039 -0.226 0.033 -0.663
C 2.80722 -0.61005 4.50827 1.276 1.918 -1.566 0.437
C -2.28251 2.60508 -5.88294 -0.001 0.213 -0.082 -1.282
C 3.71665 1.15830 2.27521 -0.852 -1.890 1.753 -0.576
C 2.17581 -0.75443 -7.25556 0.107 0.022 0.034 -1.493
C -3.92252 -6.00245 5.09111 -0.903 -1.069 0.102 0.117
C -3.03360 -1.17999 3.06357 -0.590 0.619 0.740 0.696
C 3.63271 6.87984 7.27381 0.049 0.099 0.219 -0.987
C 2.65621 -1.00451 3.09211 0.888 1.737 0.144 -0.172
C 1.79668 -0.00118 -8.52416 0.087 -0.144 0.145 -0.510
C -6.17950 -4.75186 4.99580 0.373 -0.808 -0.626 -0.761
C -4.39535 -0.33972 3.05923 0.326 -1.063 -1.099 -1.625
C 3.09680 -0.13239 1.99524 0.048 0.429 2.163 -0.630
C 4.11227 7.65865 4.18763 -0.061 -0.014 -0.339 -0.716
C -3.34529 -2.71607 3.26064 -0.730 1.226 1.340 0.306
C 3.90598 1.53218 3.68079 -0.576 -1.188 -0.826 -0.244
C 3.46013 0.68091 4.79592 -0.231 -0.491 -2.559 -0.560
C -0.59556 -6.99933 2.61572 0.533 0.400 -1.735 -0.709
C 1.07096 -2.07086 5.14870 -0.969 -1.436 0.503 0.226
C 0.32629 -6.72575 1.37879 0.114 -0.030 0.135 -0.221
C -2.01972 -0.79642 1.93826 0.377 0.066 0.128 -0.628
C 1.65842 2.18112 -9.59258 -0.219 -0.001 0.068 -0.625
C 1.92192 1.78926 -11.04718 0.004 0.129 -0.214 -1.013
C -1.10719 0.55849 -3.60466 0.030 -0.219 0.165 -0.633
C 4.64318 0.84185 -9.35875 0.203 0.034 -0.061 -0.954
C -2.36144 -1.05417 0.43412 -0.191 -0.288 -0.791 1.326
C -2.69602 -0.37182 -5.19694 -0.034 -0.004 -0.160 -0.234
C -2.30347 -2.56189 -0.05290 0.414 1.038 -0.943 -1.301
C -2.89188 -0.87606 -6.62116 -0.012 0.064 -0.074 -1.428
C 0.51653 -4.06593 3.48558 0.213 0.224 0.284 0.149
C 2.76846 5.62268 4.57902 -0.094 -0.004 -0.183 -0.466
C -5.49879 -6.18684 5.17052 0.107 1.847 0.623 -0.750
C -3.70946 -0.44776 -0.11384 0.230 -0.078 -0.143 -1.382
C -1.23051 1.49383 -5.88134 -0.030 -0.073 -0.318 -0.414
H 0.70317 0.00464 -8.57563 0.046 0.232 -0.127 0.524
H 2.85481 4.62415 5.01861 0.153 0.131 0.153 0.544
H 2.58775 6.57177 7.20822 0.040 0.018 -0.042 0.274
H 4.65674 1.32315 -10.33596 -0.044 -0.095 -0.033 0.251
H -5.75138 -4.03472 5.74620 -0.423 -0.598 -0.778 0.263
H 4.02204 1.79428 1.41294 -0.182 -0.419 1.050 0.347
H -2.03152 -1.46378 -6.95055 0.006 0.076 0.039 0.274
H -2.22221 3.22602 -4.99023 -0.101 -0.053 0.022 0.282
H 1.30670 -4.69931 3.00765 -0.633 0.485 0.391 0.525
H -3.04533 -0.05720 -7.32791 0.030 -0.039 -0.004 0.284
H -3.08772 1.13946 -2.87181 0.043 0.023 -0.025 0.174
H 4.41826 2.51710 3.84964 -0.636 -1.115 0.180 0.420
H 1.68021 -1.72733 -7.23915 0.019 0.050 -0.027 0.438
H -5.04574 -0.73654 2.22811 0.420 0.471 0.848 0.241
H -3.29920 2.21635 -5.96980 0.034 -0.024 0.038 0.249
H 1.86237 -0.20535 -6.36471 0.009 0.009 -0.068 0.267
H -0.25299 1.93607 -5.66369 -0.043 -0.157 0.191 0.364
H -2.11531 3.26318 -6.74079 0.007 -0.036 0.020 0.449
H -1.47653 -7.57654 2.20357 0.838 0.388 0.608 0.308
H -4.59066 -1.08542 0.15214 0.735 0.514 -0.089 0.316
H 3.26580 4.96776 2.57063 -0.003 0.054 0.054 0.304
H 1.18688 -7.42551 1.12789 -0.840 0.313 0.706 0.296
H 3.17813 9.10709 5.53245 -0.096 -0.052 0.020 0.252
H 2.92836 -0.47474 0.94576 0.201 0.359 1.067 0.354
H 5.66639 0.87316 -8.97389 -0.047 0.000 0.001 0.376
H 0.57440 2.16484 -9.43047 0.045 -0.132 0.081 0.254
H -1.77924 0.30584 2.05398 -0.339 -1.047 -0.108 0.494
H -3.56882 0.23187 -4.90980 -0.112 -0.042 0.003 0.280
H 0.36989 -3.17594 2.79843 0.049 -0.786 0.759 -0.433
H -4.30347 -2.75771 3.87265 0.831 0.041 -0.647 -0.332
H 3.93909 2.62625 -8.38917 -0.231 -0.015 -0.104 0.368
H -3.77404 -1.51843 -6.66947 0.021 0.051 0.027 0.449
H -4.94262 -0.52456 4.01718 0.519 0.465 -0.713 0.466
H 4.62789 5.19447 6.41471 -0.107 -0.003 -0.123 0.344
H -1.04605 -0.42601 -3.12678 -0.092 -0.026 -0.120 0.420
H 2.18694 6.37557 2.61513 0.035 -0.031 -0.010 0.365
H 3.97404 1.23569 -7.36698 -0.096 -0.078 -0.043 0.370
H -0.09181 0.96252 -3.53804 -0.046 0.041 -0.189 0.302
H -1.54446 -0.54290 -0.16732 -0.710 -0.434 0.774 0.020
H 1.56604 4.77536 3.00459 0.042 0.029 0.043 0.430
H -7.29609 -4.78593 5.09053 0.927 0.023 -0.047 0.378
H -4.09970 -5.61856 3.05144 0.108 -0.222 0.219 0.172
H 1.94455 3.22837 -9.45118 0.141 -0.090 0.089 0.425
H -3.59547 -5.04700 5.59320 -0.578 -0.717 -0.292 0.083
H -2.69681 -1.24868 -4.54233 0.145 0.167 0.145 0.357
H -3.47856 -6.84062 5.70597 -0.156 0.825 -0.848 0.319
H -0.05870 -7.59402 3.39799 -0.440 0.316 -0.750 0.328
H 3.25131 -0.93518 -7.19287 -0.032 0.015 0.023 0.367
H 2.02985 8.28814 4.46041 0.045 -0.032 0.021 0.251
H 0.41278 -4.10073 5.73743 0.511 0.565 -0.622 0.356
H 3.62592 1.04983 5.82995 -0.288 -0.544 -0.822 0.359
H -3.63520 -0.46931 -1.24148 -0.207 0.212 1.141 0.224
H -2.29715 -2.50707 -1.18761 -0.061 -0.136 1.073 0.351
H -4.21630 0.74243 2.83126 -0.160 -0.849 0.507 0.360
H -1.16909 -5.61920 5.21241 0.446 -0.622 0.404 0.016
H 4.38223 -0.20990 -9.49140 -0.038 0.039 0.007 0.252
H 1.24352 2.34206 -11.70335 0.010 -0.023 0.038 0.431
H 2.19723 -1.98160 2.79980 0.368 0.942 0.555 0.338
H 3.67982 7.96900 7.25632 -0.086 -0.024 -0.025 0.218
H 5.50128 6.68166 6.23079 -0.067 0.087 -0.157 0.376
H 2.09631 -3.99174 5.01868 -1.109 0.184 0.221 0.306
H -5.92180 -4.42386 3.94636 -0.372 0.071 1.151 0.069
H 1.75255 0.72638 -11.22879 0.033 0.027 0.045 0.261
H -1.94271 2.48720 -3.01526 -0.074 -0.024 -0.038 0.324
H 3.01147 -2.18688 5.81817 -0.212 0.278 -0.204 0.332
H 4.11288 7.52525 3.10082 -0.082 -0.089 0.048 0.370
H 2.93601 2.04160 -11.35783 -0.007 -0.095 0.002 0.216
H -3.55819 -3.28401 2.32220 0.483 0.528 0.589 0.107
H 0.91092 -5.76469 -0.15456 -0.238 -0.139 0.224 0.187
H -3.90659 0.60212 0.24593 0.232 -0.985 -0.437 0.267
H 5.09752 8.08455 4.40401 -0.026 -0.181 0.174 0.355
H -5.87800 -6.86916 4.36655 0.461 0.352 0.892 0.306
H -3.20352 -3.16476 0.21362 0.944 0.378 0.126 0.292
H -1.04465 -1.32562 2.16429 -1.003 0.443 -0.201 -0.288
H 1.91775 6.10949 5.07653 -0.102 -0.044 0.008 0.257
H 2.14705 -0.57326 -9.39541 -0.035 -0.100 -0.037 0.279
H 4.00280 6.56311 8.25303 -0.013 -0.010 -0.045 0.411
H -1.78275 1.32868 -1.70875 -0.036 -0.032 -0.045 0.405
H -1.85962 -4.59688 1.77546 -0.019 -0.365 -0.258 0.551
H 3.10246 9.53098 3.83186 0.004 -0.041 0.015 0.376
H -1.13099 1.12231 -6.90736 -0.071 -0.061 0.040 0.080
H -1.32743 -3.02594 0.23009 -1.085 0.013 0.056 0.159
H -2.54799 -0.86873 4.03832 -0.241 -0.558 -1.065 0.207
H -5.76621 -6.52450 6.20752 0.143 -0.144 -0.999 0.335